Entry 1:
{"formula": "C31H58N3O4", "method": "the ωB97M-V functional and the def2-TZVPD basis", "species": ["H", "C", "H", "H", "H", "C", "H", "H", "H", "C", "H", "O", "C", "H", "H", "H", "H", "H", "H", "H", "O", "H", "C", "H", "H", "H", "H", "H", "H", "C", "H", "H", "O", "H", "H", "H", "H", "H", "N", "C", "H", "H", "C", "H", "H", "H", "H", "C", "C", "N", "H", "C", "H", "C", "C", "H", "H", "H", "C", "C", "C", "H", "C", "H", "C", "C", "H", "C", "H", "C", "C", "H", "C", "H", "H", "N", "C", "C", "H", "H", "C", "C", "C", "H", "C", "C", "H", "H", "O", "H", "C", "H", "H", "H", "H", "H"], "coordinates": [[5.6642, -0.6701, -3.3620], [-5.7649, -0.8810, -0.9449], [2.2893, -2.3790, -4.0025], [-6.0815, -4.8861, -0.2006], [-5.8035, -1.0775, 0.1309], [5.9338, 0.7054, 3.8850], [-7.2852, -3.7221, -3.5904], [1.8680, 6.7914, 0.9642], [6.9978, 0.5989, 3.4869], [4.5993, -0.6756, -3.6133], [5.5256, -3.0369, -2.7374], [3.6398, -1.0713, -0.1072], [-4.3412, -1.0381, -1.4675], [-2.4467, -2.9521, 0.1742], [-3.6301, 1.1061, 2.6235], [1.9620, -4.0283, -2.2295], [3.8073, 1.6503, -2.7277], [2.0241, 0.0181, -3.5899], [5.8735, 1.3210, 4.8626], [4.9153, -4.5905, -2.2634], [3.9164, 4.9482, 1.6798], [-2.6873, 0.7757, 1.0071], [5.3035, 2.9728, 2.5845], [-6.8136, -1.4480, -2.7238], [-7.7201, -1.7203, -1.2503], [1.6124, -0.2672, -1.9110], [3.3531, 1.2672, -1.0813], [-6.0086, -3.2744, 0.5265], [3.6176, 2.8837, 0.9952], [-7.2263, -4.1018, -2.5675], [5.0402, 1.0848, -1.5988], [4.0947, -3.7132, -3.5347], [-4.7726, -3.2786, -3.4449], [-3.5995, 5.6410, 3.4283], [-6.9244, -5.1529, -2.6079], [-1.6752, 3.8158, 4.6802], [3.6279, -4.8315, -0.4573], [-2.4280, 5.2742, 2.0602], [2.2162, 3.9841, 3.2651], [2.6301, 4.9253, 2.2531], [4.4293, 0.1463, -4.3155], [-8.2441, -4.0669, -2.1680], [-2.7398, 1.3941, 1.9657], [-0.6102, 6.8564, 2.1401], [0.7491, -2.0869, -3.2252], [6.4232, 3.1421, 2.4629], [-1.7724, 1.3062, 2.5891], [-2.4716, -2.5082, -2.1993], [4.5970, -3.5904, -2.5717], [4.1416, -1.4960, -1.3030], [-1.7622, 5.6168, 5.0674], [4.9355, 1.4042, 2.8025], [5.5341, -0.3329, 4.1360], [3.6907, -2.9123, -1.5090], [1.6055, 6.0159, 1.7742], [-3.6679, -0.4209, -0.8641], [4.9306, 3.5000, 3.5486], [-2.5170, -2.0990, -3.2119], [0.8818, 3.9785, 3.8701], [-0.2024, 5.0049, 3.4777], [-6.4704, -3.8654, -0.2643], [0.6236, 3.1923, 4.6706], [-2.8823, 2.9887, 1.6538], [1.5612, -2.7782, -1.0712], [-1.6315, 4.8732, 4.2135], [1.8319, -2.0543, -3.0634], [3.2070, -3.4874, 0.5777], [3.9978, 0.9528, -1.9068], [-1.7539, -1.8877, -1.6532], [3.7283, -0.5068, -2.3453], [4.4227, 3.6122, 1.3755], [4.9010, -3.7527, 0.1235], [3.8685, -3.7870, -0.2392], [-6.0866, 0.1581, -1.0750], [-4.3055, -0.6236, -2.4830], [-4.8297, -3.4414, -2.0953], [-2.7814, 4.9211, 3.0876], [-6.2574, -3.2771, -1.6799], [5.1696, 3.7476, 0.5026], [-3.6476, 3.1567, 0.8044], [-3.5207, -2.9709, -0.0351], [-3.8428, -2.4997, -1.4790], [-6.7209, -1.8027, -1.6909], [3.8621, 1.2376, 3.1588], [2.2048, -3.0040, -1.9311], [2.2420, -0.6282, -2.7329], [-2.0596, -3.5211, -2.2552], [2.8609, 3.2599, 3.6429], [-3.3314, 3.5839, 2.9029], [-7.5352, -3.9098, -0.0167], [0.1707, 6.0748, 2.4123], [-1.8466, 3.3348, 1.3179], [4.3849, -1.5873, -4.1697], [-3.9913, -2.3428, 0.7260], [5.0482, 0.8222, 1.8180], [-3.8246, -4.0068, 0.1393]], "atomic_forces_ev_per_a": [[-0.1230, -0.0345, 0.0371], [0.0011, 0.0685, 0.0622], [0.0166, 0.0276, 0.0275], [0.0064, 0.1198, -0.0628], [0.0067, -0.0405, -0.0149], [-1.1108, 0.4208, 0.0539], [0.2191, -0.0512, 0.1194], [-0.1279, -1.6260, 1.5361], [-1.4875, 0.3617, 0.6450], [0.0489, -0.2911, -0.1548], [-0.1949, 0.0205, 0.0374], [1.5534, -0.6092, -1.9595], [-0.4805, 0.0233, -0.2261], [-0.1102, 0.1671, -0.2033], [1.2758, 0.1966, -1.0787], [0.2742, -0.0036, 0.1182], [0.0106, -0.3387, -0.0885], [0.2586, 0.0398, 0.1059], [0.4772, -0.9796, -1.5433], [-0.2530, 0.1367, 0.0985], [-3.5800, -1.1607, 1.4693], [-0.0444, 0.8411, 1.4240], [-1.9605, -0.4337, 0.7338], [0.0988, -0.1846, -0.0115], [0.0929, -0.2668, -0.0432], [0.1722, -0.0085, 0.0971], [0.0806, -0.2156, 0.0191], [0.0696, -0.0575, -0.0616], [0.9040, 1.3036, 0.8134], [0.5260, 0.1147, -0.4955], [-0.0830, -0.0801, -0.0036], [0.0781, 0.1240, 0.0373], [0.1228, -0.8626, 2.3450], [0.9268, -1.1619, -0.4316], [0.0421, 0.1387, -0.0024], [0.0346, 1.7365, -0.7573], [0.0456, 0.2179, -0.2894], [-0.1787, -0.1959, 1.5606], [-2.0183, 1.7467, -0.6102], [-1.9020, 1.7520, -0.3642], [-0.1054, -0.0057, 0.2468], [0.2491, 0.1238, 0.2100], [0.0887, 1.3913, 0.3570], [1.4091, -1.1172, 0.1840], [0.1098, -0.0518, -0.0222], [-1.6265, -0.2049, 0.1090], [-1.5382, -0.2348, -1.0136], [-0.3337, -0.2462, -0.6600], [0.2487, 0.0427, -0.3659], [-3.3252, 0.9610, 2.8825], [0.2584, -0.7327, -1.4055], [1.3989, -0.4690, -0.1475], [0.5977, 1.3441, -0.4261], [0.6092, -1.8901, -0.3720], [-1.9003, -1.7664, 2.5963], [0.1388, -0.2321, -0.0207], [1.0553, -0.5909, -1.3783], [-0.1934, -0.1966, 0.0697], [-1.1895, 2.9146, -1.9823], [3.2861, -0.7943, -0.2028], [0.2079, 0.1114, 0.2736], [0.8777, 1.2866, -1.5527], [-0.1710, -2.1351, -0.3791], [0.2189, 0.0296, 0.0542], [0.9477, -0.7285, -1.0870], [-0.0635, -0.0973, -0.0680], [0.1430, 0.1700, -0.1247], [-0.0267, -0.1941, 0.6647], [-0.2680, -0.0688, 0.1928], [0.7324, 1.1768, -1.6137], [2.4752, -1.6861, -0.7441], [-0.1067, 0.0505, -0.0739], [-0.0745, 0.7045, 0.3834], [0.0346, -0.0867, 0.0431], [0.0578, -0.2378, 0.0033], [-0.3815, 2.2783, -3.6821], [-0.5814, 0.1221, 0.2486], [-1.6579, -0.8693, 1.1169], [-1.5069, 0.0718, 1.2967], [1.1557, -0.0500, 1.3825], [-0.1029, -0.1796, 0.3839], [1.4772, 0.1021, 1.2294], [0.3741, 0.1491, -0.1575], [1.2790, 0.4723, -0.5083], [-0.1507, 0.4730, 0.0156], [-0.1666, -0.2662, 0.2602], [-0.1067, 0.0818, -0.0006], [-0.3531, 0.8294, -0.7374], [1.2399, 1.2648, -1.0087], [0.0956, 0.0626, -0.2516], [3.2729, -2.9817, 1.0320], [-1.3935, -0.0503, 0.5267], [0.0481, -0.0037, 0.1222], [-0.0821, -0.1201, -0.0511], [-0.3081, 0.9376, 1.3117], [-0.0611, 0.1811, -0.0976]], "mulliken_spin": [-0.006, -0.021, 0.000, -0.007, 0.001, 0.000, 0.000, 0.000, 0.000, 0.013, -0.011, 0.602, 0.024, 0.001, 0.000, 0.000, 0.000, 0.001, 0.000, 0.001, 0.000, 0.000, 0.001, 0.005, 0.000, 0.004, 0.006, 0.001, 0.000, -0.007, 0.004, 0.000, 0.625, 0.000, 0.000, 0.000, 0.001, 0.000, 0.000, 0.000, 0.000, 0.000, 0.000, 0.000, 0.001, 0.000, 0.000, -0.011, 0.015, 0.321, 0.000, 0.005, 0.000, 0.021, 0.000, 0.003, 0.000, 0.002, 0.000, 0.000, 0.013, 0.000, 0.000, 0.001, 0.000, -0.021, -0.001, -0.037, 0.000, 0.033, 0.001, -0.001, -0.001, 0.002, 0.000, 0.291, 0.000, 0.027, 0.000, 0.000, 0.018, 0.027, 0.021, 0.001, 0.028, 0.026, -0.004, 0.000, 0.000, 0.000, 0.000, 0.000, 0.001, 0.001, -0.005, -0.012], "gap_ha": [0.211, 0.234], "e_homo_ev": [-10.313, -10.934], "s2": 2.01, "total_energy_ha": -1680.62557, "total_charge": 1, "multiplicity": 3, "largest_force_ev_per_a": 4.55}

***

Entry 2:
{"formula": "C3H5NO2S", "method": "the ωB97M-V functional and the def2-TZVPD basis", "species": ["H", "H", "H", "O", "C", "H", "C", "S", "O", "N", "C", "H"], "coordinates": [[1.2284, -2.0661, -0.1052], [-0.4348, 1.7781, -0.3553], [-0.1822, 1.0868, 1.3450], [4.6088, 0.5946, -0.2991], [0.1397, 1.0867, 0.2355], [-0.2903, -0.4470, -1.3545], [2.0883, -0.0557, 0.0804], [3.7113, -0.5164, 0.0258], [1.4651, 1.3003, -0.0079], [1.0419, -1.0591, 0.0866], [-0.1354, -0.3992, -0.2881], [-0.9487, -0.7850, 0.3381]], "atomic_forces_ev_per_a": [[-0.0874, 1.5355, 0.0403], [-0.3268, 0.4669, 0.0628], [0.7776, 0.3312, -1.4659], [0.4644, 1.4292, -0.8824], [-2.1861, -2.3081, 0.6433], [-0.4948, 0.1154, -0.4295], [-4.5404, 1.7656, -0.2858], [1.6573, -2.2916, 1.0882], [3.2010, -2.7175, 0.5033], [3.4415, 0.4100, 0.2905], [-1.5895, 1.3274, 1.2082], [-0.3167, -0.0640, -0.7729]], "mulliken_spin": [-0.008, -0.003, 0.000, 0.419, 0.013, 0.011, 0.717, 0.627, 0.032, 0.183, 0.008, 0.002], "gap_ha": [0.246, 0.311], "e_homo_ev": [-6.026, -10.000], "s2": 2.01, "total_energy_ha": -720.56382, "total_charge": 0, "multiplicity": 3, "largest_force_ev_per_a": 4.88, "relative_energy_ev": 0.390}

***

Entry 3:
{"formula": "C3H6EuO3", "method": "the ωB97M-V functional and the def2-TZVPD basis", "species": ["C", "C", "O", "C", "H", "H", "H", "O", "H", "O", "Eu", "H", "H"], "coordinates": [[2.0647, 0.1799, -0.9057], [-0.1367, 0.7021, -0.2275], [-0.8570, 1.0653, 0.7885], [-1.7553, 0.1308, 1.3993], [1.8345, 0.4958, -1.9274], [-1.1274, -0.6551, 1.8299], [-2.4593, -0.2900, 0.6686], [1.0801, 0.3584, 0.1322], [2.9756, 0.6968, -0.5875], [-0.6193, 0.0986, -1.1839], [-0.8883, -2.5143, -1.2855], [-2.3257, 0.6335, 2.1868], [2.2141, -0.9016, -0.8878]], "atomic_forces_ev_per_a": [[0.9406, -0.7089, 0.0584], [-0.4502, -4.5856, 2.4213], [0.0897, 1.9935, 0.3849], [-0.2038, -0.3303, -0.3607], [-0.6300, 0.2012, 0.4486], [-0.0578, -0.0159, 0.2459], [-0.0117, 0.2589, 0.0100], [0.7759, 2.8465, -0.3522], [-0.2369, -0.2804, 0.0446], [-1.1774, -0.8542, -2.1964], [0.0638, 1.4917, -0.1276], [0.3276, 0.0025, -0.2945], [0.5702, -0.0190, -0.2823]], "mulliken_spin": [0.001, -0.005, -0.001, 0.003, 0.000, 0.000, 0.000, 0.000, 0.000, -0.004, 7.007, 0.000, 0.000], "gap_ha": [0.318, 0.327], "e_homo_ev": [-18.885, -18.894], "s2": 15.76, "total_energy_ha": -1053.25707, "total_charge": 2, "multiplicity": 8, "largest_force_ev_per_a": 5.21, "relative_energy_ev": 1.562}